Molecular formula: C5H6N2O
Method: DFT, the ωB97M-V functional and the def2-TZVPD basis

```
! wB97M-V def2-TZVPD RIJCOSX def2/J DEFGRID3
* xyz 0 1
C 0.194 -2.173 -1.346
C 0.003 -1.099 -0.823
C 0.001 0.072 -0.064
C 0.734 1.181 -0.249
N 1.094 1.618 -1.567
C -0.893 0.258 1.289
N -1.027 -0.986 1.927
O -1.098 1.288 1.882
H 0.358 -3.067 -1.980
H 0.527 1.939 0.550
H 1.587 2.599 -1.513
H 1.086 0.955 -2.199
H -0.876 -1.863 1.337
H -1.689 -0.721 2.756
*
```

The structure (SMILES) is C#C/C(=C\N)C(N)=O. The frontier orbital gap comes out at 8.77 eV.

---

Molecular formula: C5H6N2O
Method: DFT, the ωB97M-V functional and the def2-TZVPD basis

```
! wB97M-V def2-TZVPD RIJCOSX def2/J DEFGRID3
* xyz 0 1
C -2.886 0.921 -1.190
N -2.012 0.241 -0.671
N -0.779 1.091 -0.496
C 0.218 0.481 0.127
C 0.413 -1.082 -0.218
C 1.612 -1.338 0.549
C 2.077 0.002 1.120
O 1.141 0.958 0.825
H -3.075 2.088 -1.439
H -3.968 0.238 -1.253
H -0.332 -1.684 -0.620
H 2.153 -2.324 0.620
H 2.443 0.057 2.184
H 2.994 0.351 0.462
*
```

The structure (SMILES) is C=N/N=C1\C=CCO1. The frontier orbital gap comes out at 8.93 eV.

---

Molecular formula: C5H6N2O
Method: DFT, the ωB97M-V functional and the def2-TZVPD basis

```
! wB97M-V def2-TZVPD RIJCOSX def2/J DEFGRID3
* xyz 0 1
C -2.485 -0.277 -0.189
C -1.342 -0.909 0.200
N 0.000 -0.475 0.105
N 0.880 -1.397 -0.093
C 2.068 -0.841 -0.091
C 1.921 0.580 -0.097
C 0.520 0.820 -0.090
O -0.320 1.785 -0.024
H -3.430 -0.731 -0.173
H -2.422 0.857 -0.377
H -1.240 -1.921 0.261
H 3.019 -1.478 -0.125
H 2.606 1.445 0.301
H 0.227 2.540 0.393
*
```

The structure (SMILES) is C=Cn1nccc1O. The frontier orbital gap comes out at 9.01 eV.

---

Molecular formula: C5H6N2O2
Method: DFT, the ωB97M-V functional and the def2-TZVPD basis

```
! wB97M-V def2-TZVPD RIJCOSX def2/J DEFGRID3
* xyz 0 1
N 2.401 0.000 0.711
C 1.277 -0.200 0.483
C -0.131 -0.387 0.420
C -0.817 -1.606 0.436
N -2.133 -1.337 0.415
C -2.359 0.021 0.379
C -1.133 0.643 0.356
O -0.952 1.981 0.333
H -0.434 -2.622 0.436
H -2.891 -2.028 0.432
H -3.361 0.436 0.424
H -0.017 2.210 0.334
O 3.789 0.920 -1.996
H 2.858 1.120 -2.137
H 3.903 0.849 -1.027
*
```

The structure (SMILES) is N#Cc1c[nH]cc1O.O. The frontier orbital gap comes out at 9.40 eV.

---

Molecular formula: C5H6N2O2
Method: DFT, the ωB97M-V functional and the def2-TZVPD basis

```
! wB97M-V def2-TZVPD RIJCOSX def2/J DEFGRID3
* xyz 0 1
N -0.310 -1.892 -1.091
C -0.187 -0.688 -0.432
N -1.310 -0.023 -0.017
C -1.311 1.168 0.668
O -2.343 1.736 1.004
C 0.020 1.737 0.996
C 1.122 1.095 0.587
C 1.013 -0.131 -0.161
O 2.205 -0.651 -0.602
H 0.419 -2.546 -0.812
H -1.221 -2.312 -0.921
H -2.222 -0.388 -0.246
H 0.043 2.662 1.556
H 2.111 1.481 0.805
H 1.972 -1.248 -1.337
*
```

The structure (SMILES) is Nc1[nH]c(=O)ccc1O. The frontier orbital gap comes out at 8.08 eV.

---

Molecular formula: C5H6N2O2
Method: DFT, the ωB97M-V functional and the def2-TZVPD basis

```
! wB97M-V def2-TZVPD RIJCOSX def2/J DEFGRID3
* xyz 0 1
C -0.943 -1.333 -0.289
C -1.113 0.040 0.347
C 1.085 1.003 0.400
C 0.571 -0.906 -0.332
C 0.313 -0.112 0.902
H -1.616 -1.319 -1.253
H -1.136 -2.106 0.424
H -2.111 0.132 0.774
H 0.419 2.608 -0.706
H 0.398 -0.237 -1.155
H 0.579 -0.905 1.747
N 0.161 2.075 0.092
N 2.172 0.712 -0.252
O -0.913 1.235 -0.525
O 2.133 -0.886 -0.176
*
```

The frontier orbital gap comes out at 9.55 eV.

---

Molecular formula: C5H6N2O2S
Method: DFT, the ωB97M-V functional and the def2-TZVPD basis

```
! wB97M-V def2-TZVPD RIJCOSX def2/J DEFGRID3
* xyz 0 1
C -2.173 -1.594 -2.584
C -1.392 -1.434 -1.233
O -1.311 -2.277 -0.366
N -0.628 -0.300 -1.229
C 0.080 0.207 -0.189
N -0.337 -0.001 1.072
C 0.646 0.672 1.937
O 0.457 0.656 3.140
C 1.715 1.502 1.256
S 1.501 1.228 -0.540
H -2.599 -2.373 -2.478
H -2.963 -0.649 -2.745
H -1.549 -1.677 -3.321
H -0.777 0.218 -1.889
H 1.595 2.630 1.583
H 2.603 1.143 1.287
*
```

The structure (SMILES) is CC(=O)NC1=NC(=O)CS1. The frontier orbital gap comes out at 9.77 eV.

---

Molecular formula: C5H6N2O3S
Method: DFT, the ωB97M-V functional and the def2-TZVPD basis

```
! wB97M-V def2-TZVPD RIJCOSX def2/J DEFGRID3
* xyz 0 1
C -1.542 1.923 -1.345
S -0.104 0.890 -1.684
O -0.204 0.306 -2.987
O 1.095 1.607 -1.343
N -0.262 -0.243 -0.432
N 0.099 -1.422 -0.705
C 0.604 -2.261 0.181
C 1.395 -1.871 1.248
C 1.495 -0.587 1.828
C 0.621 0.410 1.810
O -0.069 1.317 2.000
H -1.640 2.662 -2.131
H -2.397 1.265 -1.326
H -1.387 2.394 -0.384
H 0.635 -3.289 -0.151
H 2.131 -2.590 1.585
H 2.405 -0.354 2.377
*
```

The structure (SMILES) is CS(=O)(=O)/N=N/C=C\C=C=O. The frontier orbital gap comes out at 7.90 eV.

---

Molecular formula: C5H6N2O3S
Method: DFT, the ωB97M-V functional and the def2-TZVPD basis

```
! wB97M-V def2-TZVPD RIJCOSX def2/J DEFGRID3
* xyz 0 1
O 2.895 2.151 -0.464
C 1.886 1.653 -0.146
S 0.319 2.387 0.165
C -0.415 0.814 0.480
C -0.516 0.073 -0.882
N 0.910 -0.321 -1.167
C 1.690 -0.101 0.066
N 2.863 -0.944 0.129
O 3.153 -1.591 -0.870
O 3.441 -0.981 1.182
C 0.646 -0.056 1.195
H -1.297 0.777 1.013
H -1.228 -0.724 -0.851
H -0.920 0.663 -1.759
H 1.113 -1.314 -1.403
H 0.792 0.325 2.138
H 0.108 -1.140 1.338
*
```

The structure (SMILES) is O=C1S[C@H]2CN[C@]1([N+](=O)[O-])C2. The frontier orbital gap comes out at 8.97 eV.

---

Molecular formula: C5H6N2O5P
Method: DFT, the ωB97M-V functional and the def2-TZVPD basis

```
! wB97M-V def2-TZVPD RIJCOSX def2/J DEFGRID3
* xyz -1 1
C -3.380 -0.540 0.406
C -2.183 -1.271 0.176
C -3.039 0.775 0.379
C -1.195 -0.345 0.024
C 0.247 -0.286 -0.271
N 3.255 0.361 -0.539
N 3.642 -0.750 -0.050
O 4.831 -1.115 -0.123
O 0.311 2.328 -1.246
O 2.788 -1.482 0.497
O 0.589 2.039 1.309
O -1.719 0.895 0.148
P 0.437 1.514 -0.041
H -4.359 -0.946 0.566
H -2.078 -2.335 0.135
H -3.611 1.674 0.502
H 0.935 -0.848 0.375
H 0.481 -0.531 -1.305
H 4.048 0.864 -0.941
*
```

The frontier orbital gap comes out at 8.02 eV.

---

Molecular formula: C5H6N2OS
Method: DFT, the ωB97M-V functional and the def2-TZVPD basis

```
! wB97M-V def2-TZVPD RIJCOSX def2/J DEFGRID3
* xyz 0 1
N -0.025 -1.913 -0.585
C 0.736 -0.810 -0.163
C 2.048 -0.896 0.313
S 2.636 0.658 0.685
C 1.228 1.422 0.202
C 0.298 0.559 -0.258
N -1.123 0.680 -0.540
C -2.033 1.219 0.364
O -1.784 1.633 1.477
H -0.923 -1.755 -1.129
H -0.145 -2.633 -0.006
H 2.451 -1.836 0.706
H 1.249 2.477 0.257
H -1.498 0.266 -1.383
H -3.113 0.930 0.061
*
```

The structure (SMILES) is Nc1cscc1NC=O. The frontier orbital gap comes out at 8.89 eV.

---

Molecular formula: C5H6N2S
Method: DFT, the ωB97M-V functional and the def2-TZVPD basis

```
! wB97M-V def2-TZVPD RIJCOSX def2/J DEFGRID3
* xyz 0 1
S -2.605 -0.393 0.194
C -1.595 0.896 -0.022
C -0.114 0.460 -0.146
N 0.772 1.314 -0.257
N 2.044 0.737 -0.163
C 2.168 -0.305 0.964
C 1.917 -0.951 -0.360
C 0.402 -0.930 -0.520
H -1.905 1.915 -0.245
H 1.451 -0.420 1.886
H 3.159 -0.218 1.420
H 2.535 -1.194 -1.235
H -0.082 -1.901 0.068
H 0.132 -1.271 -1.561
*
```

The structure (SMILES) is S=CC1=NN2C[C@H]2C1. The frontier orbital gap comes out at 7.93 eV.

---

Molecular formula: C5H6N2S
Method: DFT, the ωB97M-V functional and the def2-TZVPD basis

```
! wB97M-V def2-TZVPD RIJCOSX def2/J DEFGRID3
* xyz 0 1
C -2.599 1.990 0.101
C -1.568 1.277 -0.169
C -0.465 0.323 -0.067
C 0.873 0.885 0.009
C 2.061 0.215 0.016
N 2.167 -1.126 0.191
N -0.709 -0.915 0.103
S -2.421 -1.587 -0.069
H -3.675 2.273 0.579
H 0.961 1.974 -0.175
H 3.020 0.825 -0.359
H 3.036 -1.595 -0.559
H 1.368 -1.725 0.088
H -2.048 -2.813 0.310
*
```

The structure (SMILES) is C#CC(/C=C\N)=N\S. The frontier orbital gap comes out at 8.45 eV.

---

Molecular formula: C5H6N2S
Method: DFT, the ωB97M-V functional and the def2-TZVPD basis

```
! wB97M-V def2-TZVPD RIJCOSX def2/J DEFGRID3
* xyz 0 1
C 1.517 0.906 0.237
C 2.060 -0.345 0.349
C 0.150 0.651 0.019
C -1.187 1.248 -0.042
C -1.155 -1.311 -0.171
N 1.255 -1.304 0.099
N 0.072 -0.691 0.114
S -2.389 -0.132 0.417
H 1.934 1.807 0.568
H 3.184 -0.567 0.388
H -1.116 2.186 0.674
H -1.631 1.509 -0.987
H -1.462 -1.562 -1.694
H -1.231 -2.393 0.031
*
```

The frontier orbital gap comes out at 9.49 eV.

---

Molecular formula: C5H6N4O
Method: DFT, the ωB97M-V functional and the def2-TZVPD basis

```
! wB97M-V def2-TZVPD RIJCOSX def2/J DEFGRID3
* xyz 0 1
C -1.104 1.746 -1.257
C 0.199 0.821 -0.617
C 0.759 1.242 0.582
C 0.959 -0.927 1.227
C 0.315 -1.379 0.123
H -3.164 1.710 -1.872
H -2.191 0.095 -2.435
H 0.564 2.203 1.091
H 2.800 -1.951 2.170
H 1.589 -2.869 1.444
H 0.034 -2.487 0.081
N -1.847 1.059 -2.177
N 1.178 0.380 1.415
N 1.435 -2.079 2.213
N -0.082 -0.518 -0.906
O -1.444 2.954 -1.081
*
```

The frontier orbital gap comes out at 8.93 eV.

---

Molecular formula: C5H6N4O2
Method: DFT, the ωB97M-V functional and the def2-TZVPD basis

```
! wB97M-V def2-TZVPD RIJCOSX def2/J DEFGRID3
* xyz 0 1
C 1.734 0.773 -2.063
C 2.548 -0.047 -1.443
C -2.126 -0.149 1.552
C 0.446 0.586 0.719
C -1.893 -0.928 0.275
N 2.476 -0.274 -0.099
N -1.530 0.868 2.013
N 1.557 0.204 0.516
N -0.374 1.280 1.474
O -1.331 -0.554 -0.697
O -2.420 -2.159 0.483
H 1.648 0.817 -3.098
H 3.408 -0.420 -2.065
H -2.944 -0.521 2.078
H -0.038 2.173 1.915
H 0.942 1.221 -1.456
H -2.104 -2.871 -0.104
*
```

The frontier orbital gap comes out at 7.77 eV.

---

Molecular formula: C5H6N4O2S
Method: DFT, the ωB97M-V functional and the def2-TZVPD basis

```
! wB97M-V def2-TZVPD RIJCOSX def2/J DEFGRID3
* xyz 0 1
C -0.879 1.635 0.611
C 2.258 -0.870 2.285
C 0.840 0.817 1.854
C 0.281 -0.264 0.274
C -1.563 0.329 -1.268
N -0.012 1.732 1.657
N 1.772 0.276 2.539
N -0.752 0.435 -0.105
N 1.976 -1.763 1.339
O 0.351 -2.833 -0.251
O 2.117 -1.362 -1.079
S 1.091 -1.612 -0.151
H -1.839 2.234 0.396
H 3.033 -1.182 3.134
H -2.564 0.722 -0.954
H -0.955 0.646 -2.089
H -1.949 -0.763 -1.322
H 2.459 -2.584 1.568
*
```

The frontier orbital gap comes out at 7.95 eV.

---

Molecular formula: C5H6N4S
Method: DFT, the ωB97M-V functional and the def2-TZVPD basis

```
! wB97M-V def2-TZVPD RIJCOSX def2/J DEFGRID3
* xyz 0 1
C -2.058 0.584 0.024
C -0.472 -0.709 0.004
C 2.074 0.002 0.850
C 2.806 0.860 -0.061
C 3.538 1.513 -0.875
H -3.689 1.515 0.555
H -2.629 2.542 0.690
H 1.475 0.711 1.305
H 2.725 -0.318 1.798
H 4.153 1.956 -1.587
H -3.469 -0.826 -0.866
N -2.898 1.721 0.172
N -0.774 0.650 0.292
N -1.432 -1.411 -0.512
N -2.434 -0.569 -0.448
S 1.179 -1.364 0.120
*
```

The frontier orbital gap comes out at 9.03 eV.

---

Molecular formula: C5H6NO
Method: DFT, the ωB97M-V functional and the def2-TZVPD basis

```
! wB97M-V def2-TZVPD RIJCOSX def2/J DEFGRID3
* xyz 1 1
C -0.321 2.333 -0.774
N -0.571 1.104 -1.012
C -1.150 0.211 -0.015
C -0.076 -0.721 0.300
C 0.556 -1.714 0.441
C 1.606 -2.630 0.976
O 1.585 -3.644 1.608
H 0.386 2.853 -1.413
H -0.318 2.720 0.225
H -0.809 0.862 -1.989
H -2.065 -0.319 -0.289
H -1.446 0.881 0.946
H 2.622 -1.936 0.995
*
```

The structure (SMILES) is C=[NH+]CC#CC=O. The frontier orbital gap comes out at 7.34 eV.

---

Molecular formula: C5H6NO
Method: DFT, the ωB97M-V functional and the def2-TZVPD basis

```
! wB97M-V def2-TZVPD RIJCOSX def2/J DEFGRID3
* xyz 1 1
C -2.122 0.309 -1.551
C -1.307 0.610 -0.727
C -0.237 1.041 0.202
N 0.567 -0.069 0.730
C 0.806 -1.143 -0.262
C 1.334 -0.009 1.750
O 1.932 -0.042 2.706
H -3.003 0.182 -2.281
H 0.361 1.869 0.012
H -0.912 1.391 0.952
H 0.924 -2.120 0.244
H 1.719 -0.858 -0.787
H -0.063 -1.161 -0.988
*
```

The structure (SMILES) is C#CC[N+](C)=C=O. The frontier orbital gap comes out at 9.68 eV.

---

Number 1: HOMO energy -8.221 eV. Number 2: HOMO energy -8.403 eV. Number 3: HOMO energy -8.580 eV. Number 4: HOMO energy -8.899 eV. Number 5: HOMO energy -7.670 eV. Number 6: HOMO energy -9.521 eV. Number 7: HOMO energy -9.651 eV. Number 8: HOMO energy -8.754 eV. Number 9: HOMO energy -9.283 eV. Number 10: HOMO energy -4.962 eV. Number 11: HOMO energy -8.234 eV. Number 12: HOMO energy -8.961 eV. Number 13: HOMO energy -8.191 eV. Number 14: HOMO energy -8.875 eV. Number 15: HOMO energy -9.521 eV. Number 16: HOMO energy -7.832 eV. Number 17: HOMO energy -7.752 eV. Number 18: HOMO energy -8.460 eV. Number 19: HOMO energy -13.642 eV. Number 20: HOMO energy -14.776 eV.